No. 1
Here is C4H3NO2 in the gas phase in a non-equilibrium geometry from OMol25. Energies are from ωB97M-V/def2-TZVPD.

Element x y z (Å)
C: -1.567 -0.260 -0.540
C: -1.255 1.835 -0.232
C: -2.686 0.009 0.078
C: -0.229 -0.760 -0.114
N: -0.168 1.547 0.325
O: -3.768 0.408 0.318
O: 0.545 0.305 0.485
H: -0.484 -1.378 0.660
H: 0.411 -1.128 -0.951
H: 0.295 2.294 0.686

The spin multiplicity is 1. The value obtained for the relative energy (zero: lowest compared OMol25 entry of this formula, charge and spin) is 164.0 kcal per mole. Its energy is -359.20905 a.u. The value obtained for the LUMO energy is -0.2 eV.


No. 2
Here is C4H3NO2 in the gas phase in a non-equilibrium geometry from OMol25. Energies are from ωB97M-V/def2-TZVPD.

Element x y z (Å)
N: 0.600 -1.782 -1.940
C: 0.472 -1.118 -1.003
C: 0.337 -0.218 0.139
C: 0.467 1.251 -0.295
O: 0.836 2.101 0.470
C: -1.014 -0.397 0.856
O: -1.898 -1.094 0.443
H: 1.129 -0.401 0.876
H: 0.170 1.467 -1.338
H: -1.098 0.190 1.790

As for the structure (SMILES): N#CC(C=O)C=O. The spin multiplicity is 1. The value obtained for the relative energy (zero: lowest compared OMol25 entry of this formula, charge and spin) is 36.3 kcal per mole. Its energy is -359.41253 a.u. The value obtained for the LUMO energy is -0.4 eV.


No. 3
Here is C4H3NO2 in the gas phase in a non-equilibrium geometry from OMol25. Energies are from ωB97M-V/def2-TZVPD.

Element x y z (Å)
H: -0.129 -2.484 -1.435
N: -0.196 -1.485 -1.460
C: -0.044 -0.761 -0.433
C: -0.187 0.645 -0.767
C: -0.008 1.353 0.359
C: 0.261 0.353 1.460
O: 0.480 0.494 2.622
O: 0.220 -0.948 0.882
H: -0.382 0.424 -1.848
H: -0.014 2.408 0.621

As for the structure (SMILES): [H]/N=C1/C=CC(=O)O1. The spin multiplicity is 1. The value obtained for the relative energy (zero: lowest compared OMol25 entry of this formula, charge and spin) is 36.6 kcal per mole. Its energy is -359.41208 a.u. The value obtained for the LUMO energy is -0.5 eV.


No. 4
Here is C4H3NO2 in the gas phase from OMol25. Energies are from ωB97M-V/def2-TZVPD.

Element x y z (Å)
O: 2.728 0.771 0.439
C: 2.008 0.025 -0.173
C: 0.526 -0.024 0.027
N: -0.313 -0.572 -0.744
C: -1.591 -0.238 -0.126
C: -1.342 0.443 1.182
O: -0.024 0.613 1.153
H: 2.358 -0.684 -0.943
H: -2.359 -1.008 -0.207
H: -1.992 0.673 -0.609

The spin multiplicity is 1. The value obtained for the relative energy (zero: lowest compared OMol25 entry of this formula, charge and spin) is 83.9 kcal per mole. Its energy is -359.33671 a.u. The value obtained for the LUMO energy is -0.7 eV.


No. 5
Here is C4H3NO2 in the gas phase in a non-equilibrium geometry from OMol25. Energies are from ωB97M-V/def2-TZVPD.

Element x y z (Å)
C: -1.533 -0.415 -0.005
C: -0.247 -0.169 -0.176
C: 1.023 -0.882 -0.091
N: 2.037 -0.151 -0.008
O: 1.651 1.145 0.032
C: 0.274 1.192 -0.072
O: -0.254 2.270 -0.052
H: -2.189 0.462 0.108
H: -1.914 -1.464 0.280
H: 1.152 -1.987 -0.015

As for the structure (SMILES): C=C1C=NOC1=O. The spin multiplicity is 1. The value obtained for the relative energy (zero: lowest compared OMol25 entry of this formula, charge and spin) is 58.7 kcal per mole. Its energy is -359.37678 a.u. The value obtained for the LUMO energy is -0.9 eV.


No. 6
Here is a molecular structure, C4H3NO2 in a non-equilibrium geometry from OMol25. Energies are from ωB97M-V/def2-TZVPD.

Element x y z (Å)
O: -1.249 -1.696 1.764
C: -0.995 -0.653 1.273
C: -1.408 -0.308 -0.405
N: -0.850 0.395 -1.174
C: 0.498 0.727 -1.282
C: 1.205 0.135 -0.273
O: 0.694 -0.641 0.627
H: -1.032 0.345 1.724
H: 0.854 1.393 -2.050
H: 2.282 0.302 -0.202

The spin multiplicity is 1. The value obtained for the relative energy (zero: lowest compared OMol25 entry of this formula, charge and spin) is 100.7 kcal per mole. Its energy is -359.30985 a.u. The value obtained for the LUMO energy is -1.0 eV.


So what do the calculations give for E_HOMO? Going down the list: -0.3380, -0.4004, -0.3916, -0.3551, -0.3760, -0.3352 Ha.